Below is C6H9BrF3O7S2 as an isolated structure, with properties calculated with the ωB97M-V functional and the def2-TZVPD basis.

Geometry (Å):
C1 3.88 -1.26 -0.46
C2 3.21 -0.17 -1.28
Br1 3.21 -0.71 -3.17
C3 1.83 0.21 -0.76
C4 0.71 -0.81 -0.81
C5 -0.52 -0.34 0.00
O1 -1.67 -0.58 -0.85
S1 -1.26 -1.54 -2.02
O2 -1.20 -2.89 -1.55
O3 -1.98 -1.20 -3.20
O4 0.23 -0.98 -2.16
H1 3.92 -0.94 0.59
H2 3.32 -2.19 -0.51
H3 4.90 -1.45 -0.81
H4 3.82 0.73 -1.29
H5 1.48 1.15 -1.20
H6 1.98 0.41 0.31
H7 1.07 -1.78 -0.45
H8 -0.50 0.73 0.20
H9 -0.64 -0.88 0.93
C6 -4.05 1.83 2.07
F1 -4.83 1.09 2.87
F2 -4.20 1.36 0.82
F3 -4.53 3.09 2.08
S2 -2.28 1.79 2.60
O5 -1.96 0.37 2.49
O6 -2.33 2.32 3.94
O7 -1.62 2.61 1.61

E_tot: -4430.80868 Ha
Net charge: -1
F_max: 0.00764 hartree/bohr

Below is C18H29N4RuSi as an isolated structure, with properties calculated with the ωB97M-V functional and the def2-TZVPD basis.

Geometry (Å):
Ru1 -0.01 -0.33 0.37
N1 2.17 -0.20 1.09
C1 2.29 -0.83 2.43
C2 1.18 -0.29 3.31
N2 -0.16 -0.60 2.77
C3 -1.16 0.38 3.28
C4 -1.22 1.62 2.39
N3 -1.55 1.19 1.02
C5 -0.57 -1.98 3.09
C6 -1.63 -2.48 2.12
N4 -1.12 -2.38 0.74
H1 2.50 0.76 1.12
H2 2.77 -0.66 0.41
H3 2.19 -1.91 2.29
H4 3.26 -0.65 2.88
H5 1.27 -0.65 4.34
H6 1.27 0.80 3.36
H7 -2.14 -0.10 3.29
H8 -0.93 0.65 4.31
H9 -1.95 2.33 2.79
H10 -0.25 2.12 2.36
H11 -2.49 0.77 1.01
H12 -1.61 1.97 0.36
H13 0.30 -2.63 3.03
H14 -0.94 -2.04 4.12
H15 -1.92 -3.51 2.37
H16 -2.54 -1.88 2.18
H17 -0.43 -3.11 0.57
H18 -1.86 -2.54 0.06
C7 -3.81 1.68 -2.49
C8 -2.60 2.36 -2.43
C9 -1.41 1.66 -2.36
C10 -1.41 0.25 -2.35
C11 -2.64 -0.42 -2.40
C12 -3.83 0.29 -2.48
Si1 0.15 -0.76 -2.23
C13 1.80 0.02 -2.54
C14 2.18 1.27 -2.04
C15 3.43 1.80 -2.32
C16 4.33 1.08 -3.10
C17 3.97 -0.17 -3.59
C18 2.72 -0.70 -3.31
H19 -4.74 2.23 -2.56
H20 -2.59 3.44 -2.47
H21 -0.47 2.20 -2.36
H22 -2.67 -1.50 -2.42
H23 -4.77 -0.24 -2.55
H24 0.01 -2.09 -2.86
H25 1.49 1.86 -1.43
H26 3.70 2.78 -1.95
H27 5.30 1.50 -3.33
H28 4.67 -0.72 -4.21
H29 2.46 -1.67 -3.70

Multiplicity: 6
E_tot: -1306.09476 Ha
Net charge: +2
F_max: 0.00715 hartree/bohr

Below is C26H39NOPdS as an isolated structure, with properties calculated with the ωB97M-V functional and the def2-TZVPD basis.

Geometry (Å):
Pd1 -0.32 0.07 1.03
C1 0.79 5.06 -0.01
C2 1.43 4.48 1.25
C3 1.60 5.59 2.29
C4 0.69 3.30 1.83
C5 1.32 2.54 2.86
C6 0.73 1.41 3.37
C7 -0.55 0.95 2.93
C8 -1.33 0.04 3.86
C9 -1.21 1.74 1.94
C10 -0.54 2.87 1.39
H1 1.38 5.89 -0.39
H2 -0.22 5.42 0.20
H3 0.71 4.30 -0.79
H4 2.43 4.14 0.97
H5 0.62 5.98 2.58
H6 2.20 6.42 1.90
H7 2.08 5.22 3.20
H8 2.30 2.83 3.20
H9 1.25 0.85 4.14
H10 -2.13 -0.47 3.32
H11 -1.78 0.61 4.69
H12 -0.68 -0.72 4.28
H13 -2.28 1.66 1.78
H14 -1.07 3.41 0.61
C11 -2.00 -3.08 1.40
C12 -0.52 -3.14 1.81
C13 -0.37 -3.96 3.09
C14 0.34 -3.58 0.65
C15 0.75 -4.89 0.56
C16 1.48 -5.39 -0.53
C17 1.77 -4.49 -1.56
C18 1.39 -3.17 -1.54
C19 1.78 -2.32 -2.73
C20 0.55 -1.81 -3.49
C21 2.71 -1.16 -2.33
C22 0.65 -2.57 -0.40
N1 0.32 -1.31 -0.37
H15 -2.63 -2.63 2.18
H16 -2.38 -4.09 1.19
H17 -2.08 -2.47 0.49
H18 -0.23 -2.11 2.03
H19 -0.75 -4.98 2.97
H20 -0.93 -3.50 3.91
H21 0.68 -4.03 3.38
H22 0.49 -5.58 1.35
H23 1.79 -6.43 -0.57
H24 2.32 -4.85 -2.43
H25 2.33 -2.97 -3.43
H26 -0.09 -1.31 -2.76
H27 0.01 -2.65 -3.94
H28 0.84 -1.12 -4.30
H29 2.19 -0.56 -1.59
H30 3.00 -0.54 -3.19
H31 3.62 -1.57 -1.88
O1 -2.95 2.14 -0.92
S1 -2.22 0.89 -1.30
C23 -2.85 0.50 -2.97
C24 -2.30 1.61 -3.86
C25 -0.80 1.61 -3.54
C26 -0.65 1.47 -2.02
H32 -3.94 0.47 -2.89
H33 -2.46 -0.48 -3.25
H34 -2.77 2.56 -3.57
H35 -2.49 1.44 -4.92
H36 -0.30 2.51 -3.91
H37 -0.35 0.75 -4.03
H38 -0.52 2.42 -1.52
H39 0.13 0.77 -1.70

E_tot: -1670.08496 Ha
Net charge: -2
F_max: 0.00703 hartree/bohr
Relative energy (zero: lowest compared OMol25 entry of this formula, charge and spin): 0.00 kcal/mol

Below is C47H61BF2MnN4OSTe as an isolated structure at a distorted geometry, with properties calculated with the ωB97M-V functional and the def2-TZVPD basis.

Geometry (Å):
Mn1 -0.27 -0.51 1.50
C1 -4.39 -2.25 -0.02
C2 -4.62 -3.43 0.93
C3 -5.73 -3.09 1.94
C4 -3.39 -4.06 1.60
C5 -3.66 -5.37 1.96
C6 -2.67 -6.23 2.38
C7 -1.37 -5.80 2.26
C8 -1.02 -4.51 1.90
C9 0.48 -4.33 1.72
C10 0.89 -3.65 0.42
C11 1.15 -3.66 2.92
C12 -2.06 -3.53 1.73
N1 -1.82 -2.17 1.76
C13 -2.80 -1.42 2.31
C14 -2.98 -0.04 2.25
N2 -2.15 0.88 1.77
C15 -2.61 2.18 1.57
C16 -3.68 2.44 0.68
C17 -4.15 3.73 0.47
C18 -3.57 4.81 1.10
C19 -2.51 4.57 1.96
C20 -2.03 3.30 2.22
C21 -0.87 3.24 3.19
C22 -1.12 2.29 4.36
C23 0.41 2.88 2.45
C24 -4.33 1.35 -0.14
C25 -5.81 1.17 0.22
C26 -4.18 1.64 -1.64
H1 -5.23 -2.17 -0.71
H2 -3.47 -2.37 -0.60
H3 -4.33 -1.33 0.54
H4 -5.01 -4.24 0.30
H5 -5.53 -2.15 2.44
H6 -5.81 -3.87 2.69
H7 -6.69 -2.99 1.43
H8 -4.68 -5.72 1.90
H9 -2.91 -7.23 2.71
H10 -0.58 -6.52 2.47
H11 0.88 -5.36 1.68
H12 0.79 -2.56 0.52
H13 0.27 -3.97 -0.41
H14 1.93 -3.87 0.20
H15 0.99 -2.59 2.88
H16 2.22 -3.84 2.90
H17 0.75 -4.04 3.86
H18 -3.55 -1.95 2.89
H19 -3.92 0.31 2.69
H20 -4.97 3.89 -0.21
H21 -3.93 5.81 0.93
H22 -2.05 5.42 2.45
H23 -0.75 4.25 3.62
H24 -1.26 1.28 4.01
H25 -2.01 2.60 4.92
H26 -0.26 2.29 5.03
H27 0.35 1.86 2.06
H28 1.27 2.92 3.11
H29 0.57 3.57 1.62
H30 -3.80 0.43 0.05
H31 -6.37 2.08 0.03
H32 -5.92 0.92 1.27
H33 -6.24 0.36 -0.37
H34 -4.75 2.51 -1.95
H35 -4.52 0.78 -2.21
H36 -3.13 1.81 -1.87
S1 -0.95 -1.52 5.90
C27 -0.44 -1.03 4.47
N3 -0.06 -0.68 3.42
F1 -1.92 -0.35 -1.14
B1 -0.78 -0.77 -0.52
F2 -0.18 -1.54 -1.49
C28 3.84 -0.76 1.68
C29 2.51 0.01 1.91
O1 2.47 0.77 2.88
N4 1.54 -0.19 1.02
Te1 2.53 -0.17 -1.34
C30 3.64 -0.46 -3.29
C31 3.15 -0.03 -4.52
C32 1.95 0.87 -4.60
C33 3.77 -0.42 -5.71
C34 4.88 -1.25 -5.71
C35 5.54 -1.68 -6.99
C36 5.36 -1.68 -4.48
C37 4.75 -1.31 -3.30
C38 5.32 -1.85 -2.02
C39 2.67 1.97 -1.43
C40 1.51 2.74 -1.31
C41 0.15 2.12 -1.24
C42 1.59 4.12 -1.28
C43 2.81 4.78 -1.38
C44 2.90 6.28 -1.32
C45 3.95 4.01 -1.51
C46 3.90 2.62 -1.52
C47 5.18 1.86 -1.61
H37 4.27 -0.97 2.66
H38 4.52 -0.11 1.14
H39 3.68 -1.68 1.14
H40 1.28 0.63 -3.78
H41 1.42 0.74 -5.55
H42 2.25 1.91 -4.50
H43 3.37 -0.07 -6.65
H44 4.96 -1.37 -7.85
H45 5.64 -2.77 -7.01
H46 6.55 -1.26 -7.07
H47 6.24 -2.32 -4.46
H48 6.25 -2.38 -2.20
H49 4.61 -2.53 -1.55
H50 5.50 -1.04 -1.32
H51 0.04 1.58 -0.29
H52 0.01 1.39 -2.03
H53 -0.63 2.88 -1.31
H54 0.69 4.71 -1.18
H55 1.92 6.74 -1.33
H56 3.47 6.65 -2.17
H57 3.42 6.58 -0.41
H58 4.91 4.51 -1.59
H59 6.04 2.52 -1.54
H60 5.22 1.31 -2.55
H61 5.22 1.13 -0.80

Multiplicity: 6
E_tot: -4163.73526 Ha
Net charge: -2
F_max: 0.03980 hartree/bohr

Below is C21H30N2PdS5Se2Si2Te as an isolated structure, with properties calculated with the ωB97M-V functional and the def2-TZVPD basis.

Geometry (Å):
Pd1 0.85 1.21 -0.39
Se1 1.11 -0.07 -2.95
Se2 -0.33 1.33 -4.10
C1 -1.56 1.87 -2.72
C2 -2.70 2.51 -3.21
C3 -3.66 2.93 -2.32
C4 -3.47 2.69 -0.96
C5 -2.31 2.05 -0.58
N1 -1.35 1.65 -1.43
C6 2.46 1.29 -2.70
C7 3.57 1.42 -3.50
C8 4.44 2.48 -3.26
C9 4.15 3.37 -2.23
C10 3.02 3.15 -1.46
N2 2.20 2.13 -1.69
H1 -2.83 2.65 -4.28
H2 -4.56 3.43 -2.67
H3 -4.20 2.99 -0.22
H4 -2.14 1.86 0.48
H5 3.74 0.72 -4.31
H6 5.32 2.61 -3.87
H7 4.79 4.21 -2.03
H8 2.75 3.82 -0.65
S1 3.05 4.64 5.79
C11 2.53 3.99 4.44
S2 1.14 4.56 3.52
C12 1.19 3.42 2.24
C13 2.29 2.38 2.37
S3 2.56 1.13 1.31
S4 3.30 2.57 3.72
S5 0.17 3.46 0.98
C14 -4.18 -0.13 1.79
Si1 -3.40 -1.73 1.24
C15 -4.53 -2.70 0.12
C16 -2.83 -2.74 2.71
C17 -1.84 -1.34 0.21
Te1 -0.37 -0.30 1.34
C18 0.91 -1.97 1.70
Si2 1.83 -2.97 0.36
C19 0.58 -3.66 -0.85
C20 3.10 -1.91 -0.52
C21 2.69 -4.34 1.28
H9 -5.04 -0.34 2.43
H10 -4.55 0.45 0.94
H11 -3.51 0.51 2.38
H12 -5.44 -2.99 0.65
H13 -4.06 -3.61 -0.24
H14 -4.83 -2.10 -0.75
H15 -3.69 -3.02 3.33
H16 -2.14 -2.19 3.37
H17 -2.34 -3.66 2.40
H18 -2.04 -0.76 -0.68
H19 -1.35 -2.26 -0.10
H20 0.20 -2.64 2.20
H21 1.58 -1.61 2.49
H22 0.02 -2.87 -1.36
H23 -0.14 -4.31 -0.35
H24 1.07 -4.26 -1.62
H25 2.68 -1.00 -0.95
H26 3.55 -2.48 -1.34
H27 3.92 -1.63 0.15
H28 1.98 -4.99 1.79
H29 3.38 -3.95 2.02
H30 3.26 -4.96 0.59

E_tot: -8695.94797 Ha
Net charge: +2
F_max: 0.01525 hartree/bohr
Relative energy (zero: lowest compared OMol25 entry of this formula, charge and spin): 10.88 kcal/mol

Below is a 2-piece molecular cluster, C3H4Br3O3S overall at a distorted geometry, with properties calculated with the ωB97M-V functional and the def2-TZVPD basis.

Geometry (Å):
C1 -0.63 1.28 -0.84
C2 0.54 1.15 0.01
C3 1.19 -0.05 0.16
O1 0.84 -1.20 -0.12
O2 0.50 -3.27 1.87
O3 -0.20 -3.66 -0.48
S1 -0.21 -2.82 0.65
Br1 -0.61 5.25 -1.23
Br2 -2.49 -2.68 1.46
Br3 2.91 0.00 1.20
H1 -0.49 1.77 -1.80
H2 -1.49 2.06 -0.47
H3 -1.02 0.26 -0.82
H4 1.15 1.92 0.42

E_tot: -8462.63833 Ha
Net charge: -1
F_max: 0.08891 hartree/bohr
Relative energy (zero: lowest compared OMol25 entry of this formula, charge and spin): 3.21 kcal/mol